Record 1
A 7-piece molecular cluster, C29H56ClN3O18PS overall, computed with wB97M-V/def2-TZVPD.

Calculated values
E (hartree): -3856.70341
Orbital gap (eV): 8.3
Highest occupied orbital energy (eV): -11.87
Charge: +1

```
109
Properties=species:S:1:pos:R:3:forces:R:3
N -1.121 0.429 2.087 0.7901 -0.1603 0.8700
C 0.003 -0.149 2.141 0.3225 0.4309 0.0445
C 0.788 -0.343 3.445 -0.5867 -0.6962 -0.1240
N 2.184 0.129 3.392 0.3420 -0.1058 0.1217
C 2.761 1.220 2.749 -0.5952 1.5904 -0.2391
P 1.893 2.462 1.694 -0.7817 -0.9106 -2.0266
S 1.789 1.878 -0.159 0.2917 0.0307 0.4100
C 4.085 1.259 3.035 -0.6498 -0.5195 0.2418
N 4.298 0.170 3.870 1.0880 0.7471 -0.3351
C 3.164 -0.469 4.061 -0.2564 -1.3418 0.7736
Cl 3.018 -1.851 5.055 -0.0986 0.4394 -0.8396
H -1.360 0.706 3.048 -0.3866 0.1615 -0.2582
H 0.482 -0.511 1.221 -0.1768 0.0122 0.2528
H 0.279 0.075 4.326 0.1594 0.2272 -0.4093
H 0.827 -1.427 3.632 0.1745 0.3054 -0.0918
H 2.550 3.706 1.816 -0.0642 -0.3161 0.7625
H 0.560 2.528 2.171 0.6503 0.3711 0.7096
H 4.831 1.969 2.702 0.0222 -0.3188 0.2378
H 5.186 -0.075 4.290 -0.1534 -0.1433 -0.0261
C 2.061 -0.152 11.877 0.2558 -0.1823 -0.1397
C 1.736 0.963 10.906 -0.4130 -0.1459 0.5284
O 2.865 1.265 10.064 0.0108 0.0770 -0.2378
C 3.058 0.442 9.047 -0.0755 0.0660 0.4172
O 2.380 -0.509 8.749 0.0261 0.0118 -0.2379
O 4.157 0.841 8.388 0.0301 0.0728 -0.1601
C 4.509 -0.014 7.314 0.2497 0.0458 -0.0666
H 2.963 0.085 12.443 -0.0904 0.0973 0.0696
H 1.236 -0.305 12.573 -0.0008 0.0501 -0.0154
H 2.246 -1.089 11.353 -0.1109 0.0103 -0.0214
H 1.514 1.876 11.454 0.2281 0.1173 -0.1618
H 0.861 0.727 10.301 0.1547 -0.0677 -0.1512
H 3.665 -0.172 6.647 0.0044 0.0691 0.3688
H 4.875 -0.968 7.696 -0.1379 -0.0740 -0.0924
H 5.312 0.470 6.757 0.0503 0.1695 0.2430
C 1.670 8.453 -3.151 0.1680 -0.2080 0.1339
C 0.559 7.885 -4.009 -0.0077 0.5264 0.1501
O 0.889 6.570 -4.481 -0.1464 -0.0866 -0.0708
C 0.710 5.584 -3.604 0.1382 0.0649 -0.0749
O 0.291 5.696 -2.480 -0.0128 -0.0268 0.0194
O 1.090 4.443 -4.183 -0.0635 0.0138 -0.0125
C 1.016 3.304 -3.328 0.0153 -0.3363 0.0211
H 2.621 8.418 -3.685 -0.0589 0.1050 -0.0795
H 1.455 9.487 -2.880 -0.0164 -0.0070 -0.0438
H 1.793 7.875 -2.235 -0.1090 0.0298 0.0119
H 0.427 8.502 -4.896 0.0531 -0.2293 -0.1366
H -0.392 7.873 -3.477 0.0593 -0.1896 0.0515
H 0.030 3.210 -2.876 0.0487 0.1200 0.0730
H 1.785 3.364 -2.560 -0.1017 0.0843 0.0603
H 1.202 2.424 -3.941 0.0270 0.1571 -0.1771
C 4.393 -1.662 -1.040 0.1663 -0.1794 -0.0691
C 4.053 -0.540 -2.000 -0.2539 -0.0861 0.3806
O 5.163 -0.241 -2.852 -0.0613 0.1322 -0.0509
C 5.329 -1.074 -3.885 0.1700 -0.0093 -0.0287
O 4.630 -2.016 -4.151 -0.0602 0.0115 0.0408
O 6.409 -0.687 -4.558 -0.0749 0.0486 0.0353
C 6.751 -1.536 -5.658 0.1697 -0.1116 -0.2922
H 5.307 -1.431 -0.490 -0.0589 0.0908 0.0408
H 3.578 -1.819 -0.329 -0.0215 0.0265 -0.0261
H 4.567 -2.597 -1.574 -0.1054 0.0119 -0.0128
H 3.842 0.369 -1.438 0.2019 0.1022 -0.1806
H 3.165 -0.771 -2.589 0.1285 -0.0903 -0.1150
H 5.901 -1.684 -6.320 -0.0457 -0.0616 0.1182
H 7.118 -2.494 -5.290 -0.1309 -0.0286 -0.0153
H 7.545 -1.043 -6.211 -0.0119 0.1434 0.1709
C -0.269 4.175 -7.423 0.1421 -0.2158 0.1304
C -1.389 3.617 -8.275 0.0145 0.5464 0.1388
O -1.072 2.301 -8.751 -0.1534 -0.0985 -0.0553
C -1.252 1.318 -7.870 0.1407 0.0659 -0.0883
O -1.661 1.436 -6.743 -0.0173 -0.0244 0.0230
O -0.888 0.172 -8.450 -0.0599 0.0088 0.0016
C -0.962 -0.966 -7.592 0.0011 -0.2950 0.0694
H 0.680 4.133 -7.960 -0.0570 0.1083 -0.0794
H -0.473 5.209 -7.146 0.0005 -0.0082 -0.0210
H -0.146 3.594 -6.509 -0.0940 0.0551 0.0226
H -1.523 4.237 -9.161 0.0496 -0.2393 -0.1447
H -2.337 3.613 -7.737 0.0563 -0.1969 0.0499
H -1.944 -1.049 -7.129 0.0512 0.1113 0.0675
H -0.186 -0.911 -6.829 -0.1025 0.0450 0.0707
H -0.789 -1.846 -8.207 0.0442 0.1484 -0.1498
C -2.956 -0.708 0.017 -0.3720 -0.3723 -0.1759
C -3.427 -0.309 -1.367 0.1527 0.2883 0.3639
O -3.474 -1.443 -2.245 -0.0611 0.0669 -0.1246
C -4.542 -2.225 -2.103 0.1705 -0.0129 -0.0750
O -5.449 -2.049 -1.327 0.2499 0.5205 -0.6613
O -4.424 -3.244 -2.953 -0.0658 0.0782 0.0282
C -5.471 -4.218 -2.865 -0.1736 -0.2424 -0.0732
H -2.006 -1.244 -0.040 0.0620 0.1358 -0.0490
H -2.831 0.164 0.645 -0.0206 0.0550 -0.0972
H -3.674 -1.377 0.495 -0.0537 0.0519 -0.0421
H -2.720 0.390 -1.811 0.0202 -0.1864 -0.2029
H -4.395 0.190 -1.330 -0.0686 -0.1896 -0.0264
H -6.451 -3.751 -2.943 0.0451 0.0530 0.1086
H -5.387 -4.776 -1.934 -0.0762 0.0592 0.0179
H -5.343 -4.904 -3.698 0.1754 0.1179 -0.0309
C -7.144 -7.054 4.538 -0.0356 0.2871 0.0005
C -6.516 -7.604 3.275 -0.0191 -0.2780 0.4460
O -6.834 -6.789 2.139 0.1175 -0.0567 -0.1116
C -6.110 -5.677 2.009 -0.2107 0.0258 -0.0311
O -5.220 -5.319 2.740 0.0529 -0.0290 -0.0086
O -6.547 -5.021 0.935 0.1780 -0.0878 0.1241
C -5.902 -3.760 0.708 -0.2669 0.0439 -0.0311
H -8.217 -6.914 4.401 -0.0023 -0.1411 0.0016
H -6.979 -7.733 5.375 -0.0088 -0.0265 -0.0376
H -6.722 -6.082 4.794 0.0900 -0.0592 -0.0022
H -6.922 -8.592 3.062 -0.0766 0.1085 -0.2330
H -5.436 -7.713 3.378 0.0018 0.1874 -0.0734
H -4.817 -3.870 0.695 -0.0257 -0.0516 0.1262
H -6.204 -3.047 1.476 0.1443 -0.0484 0.0733
H -6.224 -3.389 -0.258 -0.2168 -0.4470 0.4217
```
Forces are in eV/Å.



Record 2
An isolated ion of composition C4H13N3 and charge +2, computed with wB97M-V/def2-TZVPD.

Calculated values
Energy relative to the best compared isomer or geometry (same formula, charge and spin) (eV): 3.643
E (hartree): -323.75911
Orbital gap (eV): 9.9
Highest occupied orbital energy (eV): -16.65
Charge: +2
SMILES: N/C(=C\[NH3+])CC[NH3+]

```
20
Properties=species:S:1:pos:R:3:forces:R:3
C 1.544 -0.514 -0.004 2.3153 -2.2803 1.7165
C 0.524 -0.167 -0.985 -1.7044 3.3142 -5.4615
C -0.794 0.125 -0.268 0.4536 0.4774 1.9146
C -0.801 1.115 0.730 2.9031 -0.6631 -2.5317
N -1.910 1.342 1.581 -0.0552 -4.3920 5.1574
N -1.792 -0.795 -0.448 0.3573 1.2414 0.5183
N 2.951 -1.042 -0.731 -3.0005 5.4436 0.6993
H 1.812 0.284 0.706 0.2628 -0.1313 -0.7458
H 1.247 -1.348 0.659 -0.0350 0.1593 -0.5719
H 0.376 -0.801 -1.977 0.2150 0.3210 2.6215
H 0.698 0.865 -1.649 0.2907 -2.1145 2.0999
H 0.017 1.910 0.813 -1.3081 -1.4933 -0.1300
H -2.590 0.520 1.627 0.4755 1.7626 -0.5270
H -1.742 1.386 2.706 0.5022 -0.1824 -2.8646
H -2.294 2.198 1.452 -2.4496 3.3644 -1.0514
H -2.548 -0.534 0.206 -0.2585 -1.3717 -1.8849
H -1.902 -1.202 -1.403 -0.4837 0.4064 1.5168
H 3.069 -0.047 -1.213 1.6189 -2.7021 1.3900
H 2.681 -1.601 -1.475 -0.5330 -1.9527 -1.7249
H 3.600 -1.519 -0.103 0.4336 0.7931 -0.1405
```
Forces are in eV/Å.